(1)
The ion C11H14NO2S with charge +1, computed with wB97M-V/def2-TZVPD.

Results
Total charge: +1
Energy relative to the best compared isomer or geometry (same formula, charge and spin): 37.91 kcal/mol
Highest occupied orbital energy: -13.147 eV
SMILES: Cc1ccc([N@@+]23CCS(=O)(=O)[C@@H]2C3)cc1
2S+1: 1
Gap between HOMO and LUMO: 0.3737 Eh

Structure (XYZ):
```
29
Properties=species:S:1:pos:R:3:mulliken_charge:R:1
C -4.44571 -0.77186 -0.76572 -1.256
C -2.97831 -0.60337 -0.24218 0.762
C -2.57702 0.73924 -0.07611 -0.725
C -1.27211 1.09875 0.11248 -0.329
C -0.37245 0.10312 0.04969 -0.151
N 1.08850 0.41881 0.09331 0.291
C 1.61727 0.48287 1.41584 -0.296
C 3.07684 0.65760 1.31798 -0.938
S 3.63208 -0.43230 -0.04703 1.116
O 4.60501 0.18377 -0.85537 -0.580
O 3.84944 -1.75140 0.41934 -0.570
C 1.91452 -0.27669 -1.03696 -0.071
C 1.63139 1.13720 -1.12275 -0.528
C -0.72514 -1.23427 0.03151 -0.091
C -2.02780 -1.60028 -0.16433 -1.084
H -4.92858 -1.77069 -0.83586 0.326
H -4.88140 -0.27724 0.10276 0.348
H -4.71379 -0.19426 -1.61079 0.324
H -3.36596 1.58606 0.10828 0.253
H -0.86287 2.12145 0.13027 0.481
H 1.30168 -0.57145 1.80357 0.301
H 1.09214 1.15677 2.01506 0.406
H 3.34897 1.65688 1.06211 0.451
H 3.64369 0.45613 2.24861 0.497
H 1.26937 -1.07086 -1.44037 0.500
H 2.48378 1.82492 -0.97886 0.217
H 0.77353 1.51087 -1.59154 0.405
H 0.06574 -1.92572 0.26671 0.581
H -2.24281 -2.65404 -0.40967 0.362
```

***

(2)
The ion C11H14NS with charge +1, computed with wB97M-V/def2-TZVPD.

Results
Total charge: +1
Energy relative to the best compared isomer or geometry (same formula, charge and spin): 147.77 kcal/mol
Highest occupied orbital energy: -11.703 eV
2S+1: 1
Gap between HOMO and LUMO: 0.2532 Eh

Structure (XYZ):
```
27
Properties=species:S:1:pos:R:3:mulliken_charge:R:1
C 1.21375 2.89530 -0.13289 -0.488
C -0.01315 2.36516 0.11738 -0.642
C 2.23930 2.07119 -0.48560 -0.709
C -0.26730 1.02599 0.03163 0.866
C 1.93463 0.72936 -0.71412 0.950
C 0.43939 -1.10857 -0.77275 -0.883
C -2.55485 -0.76445 0.34990 0.163
C 0.07763 -2.03157 0.20677 -0.224
C -0.44211 -1.67652 1.61440 -0.783
C 3.01024 -0.29396 -1.15139 -1.473
C -3.88659 -0.29547 -0.05769 -1.067
N 0.75949 0.18231 -0.40847 0.493
S -2.25384 -1.75775 1.62120 -0.039
H 1.12179 3.96832 -0.20528 0.407
H -0.85147 2.95567 0.51071 0.392
H 3.26425 2.29731 -0.53126 0.516
H -1.19024 0.48853 0.15791 -0.469
H -0.66129 -2.84621 -0.32475 0.398
H 0.85760 -2.84415 0.36723 0.447
H -0.03368 -2.34554 2.42244 0.395
H -0.06201 -0.76275 1.81209 0.551
H 3.53297 -0.88987 -0.44277 0.305
H 2.47808 -0.97846 -1.86403 0.428
H 3.56222 0.31700 -1.74500 0.511
H -4.57488 -0.56176 0.67141 0.388
H -3.98204 -0.93455 -0.92588 0.299
H -3.71790 0.79545 -0.12118 0.266
```

***

(3)
An isolated molecule of C11H14O2, computed with wB97M-V/def2-TZVPD.

Results
Total charge: 0
Energy relative to the best compared isomer or geometry (same formula, charge and spin): 47.15 kcal/mol
Highest occupied orbital energy: -9.235 eV
SMILES: CC1(C)O[C@](C)(O)c2ccccc21
2S+1: 1
Gap between HOMO and LUMO: 0.3703 Eh

Structure (XYZ):
```
27
Properties=species:S:1:pos:R:3:mulliken_charge:R:1
C -1.14462 0.97727 2.35465 -1.578
C -0.10450 0.52704 1.26354 0.980
C 1.04928 -0.26065 2.01058 -1.436
O 0.46552 1.60582 0.57670 -0.731
C 0.76316 1.11160 -1.05908 1.433
C 2.22888 0.88703 -1.19539 -1.267
O 0.38918 2.28902 -1.69717 -0.586
C -0.22208 0.06599 -1.06753 -0.298
C -0.41794 -0.71950 -2.18871 -0.528
C -1.23637 -1.82162 -2.15291 -0.611
C -1.79223 -2.19778 -0.94160 -0.433
C -1.48621 -1.45373 0.21423 -0.268
C -0.68885 -0.36622 0.18457 0.489
H -0.72738 1.44149 3.29425 0.341
H -1.58892 0.09128 2.66342 0.433
H -1.83873 1.66994 1.91793 0.380
H 0.73640 -1.17015 2.53933 0.311
H 1.38784 0.42518 2.72286 0.481
H 1.86656 -0.51770 1.34906 0.263
H 2.37130 1.04235 -2.39930 0.339
H 2.51924 -0.19568 -0.85672 0.317
H 2.78263 1.73107 -0.70577 0.325
H 0.10079 2.96278 -0.97424 0.408
H 0.05575 -0.44156 -3.14263 0.367
H -1.28943 -2.49861 -2.96305 0.412
H -2.38500 -3.24651 -0.94570 0.204
H -1.79425 -1.93814 1.19867 0.254
```

***

(4)
A structure of composition C11H15AuNO12P2S, computed with wB97M-V/def2-TZVPD.

Results
Total charge: -1
Energy relative to the best compared isomer or geometry (same formula, charge and spin): 0.00 kcal/mol
Highest occupied orbital energy: -6.280 eV
2S+1: 1
Gap between HOMO and LUMO: 0.2502 Eh

Structure (XYZ):
```
43
Properties=species:S:1:pos:R:3:mulliken_charge:R:1
Au 1.00582 0.36627 -0.21221 1.163
O 4.25140 -2.31752 -0.81036 -0.545
P 3.51594 -1.03868 -1.36616 0.968
O 4.33525 -0.19097 -2.21950 -0.728
O 2.84082 -0.37051 -0.11462 -0.615
O 2.21990 -1.65053 -2.16199 -0.357
P 1.12393 -2.49688 -1.33695 0.970
O 0.15166 -3.03972 -2.46886 -0.500
O 1.76715 -3.57315 -0.55838 -0.830
O 0.26662 -1.45092 -0.59117 -0.536
H 3.59772 -2.96961 -0.47560 0.430
H 0.35297 -3.96239 -2.66787 0.342
O 1.24861 7.11937 0.79079 -0.706
C 2.27877 6.43162 0.73280 0.457
O 3.48353 6.71282 0.83278 -0.719
C 2.00799 4.91643 0.49360 0.337
C 3.06114 4.01857 0.38159 -0.754
C 2.81374 2.67649 0.17744 0.015
N 1.55143 2.24326 0.08805 -0.239
C 0.50452 3.09135 0.17946 1.014
C 0.70381 4.43222 0.38363 -0.420
C -0.84299 2.44860 0.02064 -0.005
O -1.87617 3.05231 0.08791 -0.613
O -0.79792 1.13357 -0.21217 -0.676
H 4.06950 4.40147 0.45893 0.500
H 3.58635 1.92727 0.07672 0.503
H -0.13081 5.11607 0.45779 0.570
C -1.28407 -4.06540 1.35853 -1.345
C -2.22534 -3.15687 0.58449 -0.368
S -2.49363 -1.62224 1.50656 0.441
O -3.50529 -1.95348 2.55845 -0.686
C -3.37530 -0.70462 0.21744 -0.163
C -4.70169 -1.33803 -0.16525 -1.377
H -1.19797 -5.03518 0.86687 0.344
H -1.65758 -4.23060 2.37010 0.444
H -0.28456 -3.63427 1.41578 0.254
H -3.21805 -3.59891 0.47888 0.443
H -1.83178 -2.90107 -0.39957 0.314
H -2.68424 -0.59863 -0.61977 0.245
H -3.51076 0.28903 0.64589 0.398
H -4.56089 -2.21836 -0.79287 0.297
H -5.30989 -0.62434 -0.72168 0.409
H -5.24961 -1.63381 0.72987 0.327
```

***

(5)
A structure of composition C11H15ClCoI2N2OP, computed with wB97M-V/def2-TZVPD.

Results
Total charge: +2
Energy relative to the best compared isomer or geometry (same formula, charge and spin): 35.05 kcal/mol
Highest occupied orbital energy (alpha / beta): -15.146 / -14.798 eV
2S+1: 5
Expectation value of S²: 6.04
Gap between HOMO and LUMO (alpha / beta): 0.2847 / 0.1327 Eh

Structure (XYZ):
```
34
Properties=species:S:1:pos:R:3:lowdin_spin:R:1
I 3.54966 2.07230 -2.03883 0.873
I 2.42559 -2.82976 -1.26111 0.862
Co -0.16855 -0.33913 -0.58154 1.115
P -0.81665 -0.22471 -2.65441 -0.035
C 0.32825 -0.23992 -4.04527 -0.006
C -1.91255 -1.67545 -2.81116 -0.002
H -2.71169 1.27132 -2.10509 0.000
H -2.38525 1.24447 -3.85252 -0.001
H -1.29896 2.12022 -2.80968 0.000
C -1.91730 1.22000 -2.86271 -0.004
H -2.66785 -1.72204 -2.01451 0.001
H -2.42686 -1.70205 -3.77725 -0.001
H -0.25756 -0.24528 -4.98385 -0.002
H 0.90086 -1.17571 -3.88345 0.000
H -1.28081 -2.56578 -2.77407 0.000
H 0.91665 0.68890 -3.90289 -0.001
C 1.51933 -0.31588 -0.84390 0.035
O 2.69474 -0.14543 -0.95269 0.192
Cl -2.14461 -0.22894 0.12742 0.030
N 1.39904 -1.48426 3.01515 0.048
C 1.21575 -1.57155 1.66385 0.050
N 0.56601 -0.48992 1.25308 0.091
C 0.26408 0.33708 2.33341 0.117
C -0.29918 1.62058 2.33365 0.215
C -0.37323 2.21620 3.60321 -0.007
C 0.11686 1.56347 4.76520 0.207
C 0.72392 0.29276 4.71118 0.190
C 0.81140 -0.28602 3.46146 0.013
H 1.87406 -2.20748 3.52846 0.000
H 1.79735 -2.20886 0.96452 0.003
H -0.62237 2.08802 1.38611 0.006
H -0.85573 3.19490 3.72324 -0.003
H -0.01508 2.03896 5.73143 0.007
H 1.05067 -0.31101 5.55357 0.005
```

***

(6)
A structure of composition C11H15ClI2N2OPRhS, computed with wB97M-V/def2-TZVPD.

Results
Total charge: +2
Energy relative to the best compared isomer or geometry (same formula, charge and spin): 93.08 kcal/mol
Highest occupied orbital energy (alpha / beta): -14.838 / -14.176 eV
2S+1: 5
Expectation value of S²: 6.02
Gap between HOMO and LUMO (alpha / beta): 0.2923 / 0.0843 Eh

Structure (XYZ):
```
35
Properties=species:S:1:pos:R:3:lowdin_spin:R:1
I 1.49129 -2.34309 -2.86784 1.463
I -1.65716 -3.31136 1.04140 0.889
Rh -0.36749 1.28118 -0.46451 0.753
P -2.10743 -0.08133 -1.67292 0.038
C -2.36739 -1.83871 -2.23137 0.013
C -3.78180 0.23111 -1.00330 0.005
H -2.16656 1.85808 -3.07442 0.000
H -3.19281 0.55732 -3.76756 0.001
H -1.41780 0.45490 -3.93692 0.000
C -2.22969 0.78246 -3.27707 0.004
H -3.84791 1.27192 -0.68095 0.000
H -4.51999 0.04533 -1.81344 0.002
H -3.31881 -1.95506 -2.77900 0.002
H -2.44883 -2.54871 -1.36755 0.003
H -4.00762 -0.45260 -0.17329 0.000
H -1.57354 -2.19402 -2.89845 0.002
C -0.37210 -0.41651 -0.36035 0.012
O 0.06649 -1.46688 -0.02311 0.097
Cl -1.77000 3.36979 -0.35951 0.126
N 1.64316 2.85934 -0.37659 0.062
C 2.18735 1.96565 0.37506 0.022
N 1.42302 0.85705 0.70241 0.105
C 1.97439 0.00168 1.60944 0.034
C 1.56705 -1.28842 2.24604 0.091
C 2.33658 -1.66081 3.42819 0.058
C 3.42428 -0.89412 3.95726 0.043
C 3.84591 0.19494 3.24756 0.051
C 3.23291 0.48827 2.00376 0.059
S 3.69903 2.02703 1.34857 0.049
H 2.21741 3.71931 -0.56717 0.002
H 0.49065 3.08867 -0.35026 0.005
H 0.85407 -1.92360 1.70578 0.009
H 2.18997 -2.63871 3.94430 0.001
H 4.01180 -0.98984 4.80202 0.002
H 4.49158 0.94972 3.63380 0.001
```

***

(7)
A structure of composition C11H15ClLuNO3SSm, computed with wB97M-V/def2-TZVPD.

Results
Total charge: -1
Highest occupied orbital energy (alpha / beta): -2.147 / -2.292 eV
2S+1: 6
Expectation value of S²: 8.78
Gap between HOMO and LUMO (alpha / beta): 0.1332 / 0.1378 Eh

Structure (XYZ):
```
34
Properties=species:S:1:pos:R:3:lowdin_spin:R:1
Lu 2.33191 3.62069 -2.15258 0.007
Cl 0.12925 3.14355 -1.97503 0.002
C 3.24121 2.89666 -3.77683 0.001
C 3.09748 4.70842 -0.66247 0.001
H 4.28139 3.18301 -3.75559 0.000
H 3.13979 1.81999 -3.77660 0.000
H 2.75128 3.29801 -4.65413 0.000
H 4.14706 4.87314 -0.84928 0.000
H 2.95274 4.17067 0.26483 0.000
H 2.56462 5.64861 -0.61299 0.000
Sm -0.05143 0.07058 0.01277 5.098
C -0.49874 -0.24745 -2.07417 -0.018
C 1.18238 -1.31658 0.81878 -0.079
H 0.43907 -0.25434 -2.63275 0.000
H -0.98265 -1.21470 -2.18784 0.000
H -1.14424 0.54776 -2.42965 0.001
H 1.46973 -1.22986 1.83481 -0.005
H 1.54668 -2.13890 0.25573 -0.006
O -0.91653 -0.70484 3.14852 0.002
C -1.96006 -0.83239 2.46436 0.001
N -2.02058 -0.47241 1.16547 -0.008
S -3.51597 -0.84658 0.36798 0.001
O -3.95020 0.47513 -0.03247 0.001
O -3.03787 -1.70766 -0.71126 0.001
C -4.11848 -1.61952 1.94818 0.000
C -5.32245 -2.28427 2.16774 0.000
C -5.55804 -2.83470 3.43456 0.000
C -4.59724 -2.71481 4.44902 0.000
C -3.39762 -2.04854 4.21292 0.000
C -3.17787 -1.49935 2.94300 0.000
H -6.05454 -2.38278 1.36923 0.000
H -6.49027 -3.36821 3.62758 0.000
H -4.78726 -3.15843 5.42980 0.000
H -2.63759 -1.96867 4.99222 0.000
```

***

(8)
A structure of composition C11H15ClNO3PtSSc, computed with wB97M-V/def2-TZVPD.

Results
Total charge: -2
Energy relative to the best compared isomer or geometry (same formula, charge and spin): 24.17 kcal/mol
Highest occupied orbital energy (alpha / beta): 1.638 / -2.122 eV
2S+1: 3
Expectation value of S²: 2.02
Gap between HOMO and LUMO (alpha / beta): 0.0917 / 0.2273 Eh

Structure (XYZ):
```
34
Properties=species:S:1:pos:R:3:lowdin_spin:R:1
Sc -3.77085 1.66317 0.69231 0.096
Cl -3.58052 -0.07943 -0.79538 0.000
C -5.11463 3.06960 -0.34238 0.005
C -5.51311 1.03779 1.86205 0.004
H -5.89545 3.50134 0.32753 0.000
H -4.57781 3.92663 -0.78026 0.000
H -5.65045 2.59395 -1.18242 0.000
H -6.17943 1.88910 2.13078 0.000
H -5.19384 0.57683 2.80818 0.000
H -6.12313 0.29128 1.33393 0.000
Pt -0.11758 0.53907 0.18987 0.429
C -0.81297 1.18043 -1.63967 -0.006
C -1.07953 1.54966 1.38998 0.343
H -1.61813 1.91684 -1.52366 0.000
H -0.01318 1.55905 -2.29884 0.000
H -1.25833 0.28410 -2.08992 0.001
H -1.17296 1.09858 2.42129 0.038
H -0.77906 2.64613 1.30220 0.046
O 1.74417 -4.48051 0.01678 0.020
S 1.97365 -3.24923 0.67430 0.036
O 2.03162 -3.21061 2.14296 0.025
N 1.09644 -1.98829 0.08583 0.078
C 1.69420 -1.07147 -0.67794 0.167
O 1.06339 -0.12147 -1.23044 0.117
C 3.16070 -1.28683 -0.68718 0.154
C 4.16098 -0.43061 -1.15246 0.069
C 5.49212 -0.74901 -0.90281 0.056
C 5.77512 -1.93255 -0.23216 0.157
C 4.78008 -2.80803 0.25514 0.010
C 3.45600 -2.43386 0.02144 0.138
H 3.90507 0.46986 -1.66964 0.005
H 6.27765 -0.06129 -1.20952 0.002
H 6.81314 -2.17152 -0.03706 0.015
H 5.02664 -3.71873 0.79716 -0.004
```